{"formula": "C11H18NO2", "method": "the ωB97M-V functional and the def2-TZVPD basis", "species": ["N", "C", "O", "C", "C", "C", "C", "C", "C", "H", "H", "H", "H", "H", "H", "H", "H", "H", "H", "C", "C", "C", "O", "C", "H", "H", "H", "H", "H", "H", "H", "H"], "coordinates": [[0.386, -1.993, -0.866], [0.255, -0.547, -1.307], [-0.847, 0.112, -0.777], [-2.014, -0.678, -0.960], [-2.563, -0.850, -2.201], [-3.686, -1.653, -2.301], [-4.208, -2.273, -1.197], [-3.625, -2.080, 0.034], [-2.516, -1.271, 0.172], [0.012, -2.175, 0.069], [1.389, -2.203, -0.823], [-0.045, -2.587, -1.577], [1.180, -0.047, -1.006], [0.185, -0.508, -2.401], [-2.124, -0.372, -3.072], [-4.136, -1.769, -3.282], [-5.072, -2.924, -1.272], [-4.011, -2.572, 0.922], [-2.030, -1.108, 1.131], [1.914, 2.913, 1.873], [3.414, 2.775, 1.634], [3.614, 1.270, 1.732], [2.390, 0.664, 1.276], [1.379, 1.676, 1.176], [1.489, 3.837, 1.485], [1.700, 2.863, 2.943], [3.663, 3.121, 0.628], [4.024, 3.330, 2.344], [3.782, 0.956, 2.766], [4.445, 0.913, 1.123], [1.201, 1.868, 0.111], [0.453, 1.310, 1.623]], "lowdin_charge": [0.25, -0.16, -0.03, -0.29, -0.01, -0.06, -0.07, -0.06, -0.02, 0.17, 0.18, 0.18, 0.13, 0.15, 0.13, 0.12, 0.12, 0.12, 0.13, -0.16, -0.16, -0.19, -0.17, -0.22, 0.12, 0.12, 0.12, 0.12, 0.12, 0.12, 0.11, 0.12], "orbital_gap_ev": 9.0, "e_tot_ha": -634.90399, "total_charge": 1, "lumo_energy_ev": -3.370, "e_homo_ev": -12.40, "spin_multiplicity": 1, "molar_mass_g_mol": 196.3}